# 1
A molecular structure, C64H69BBr2N9O2PS3Ti, computed with the ωB97M-V functional and the def2-TZVPD basis.

Structure (XYZ):
```
152
Properties=species:S:1:pos:R:3:forces:R:3:mulliken_charge:R:1
Ti 0.040 -0.218 -1.280 -0.3668 0.1789 -1.5109 -0.262
C -2.354 1.130 3.260 -0.0211 0.0350 -0.0588 -1.677
C -0.901 0.923 2.976 0.1121 0.0743 0.1271 0.111
C 0.086 1.353 3.821 -0.0371 -0.1631 -0.2378 -1.261
C 1.444 1.172 3.478 -0.2182 0.0402 0.1294 -0.162
N 1.778 0.488 2.408 0.4686 -0.1831 -0.0006 -1.078
N 0.828 0.026 1.612 -0.5901 0.2443 0.3723 1.572
B 1.123 -0.983 0.464 0.2494 -0.4761 0.1680 0.340
N 2.612 -1.355 0.184 0.2912 0.0056 -0.5046 0.617
N 3.306 -1.850 1.208 -0.0657 -0.0478 0.4911 -0.602
C 4.487 -2.381 1.007 0.0945 -0.0154 -0.2489 -0.277
C 5.017 -2.476 -0.300 -0.2065 0.1268 -0.1531 -0.415
C 4.325 -1.972 -1.366 0.0426 -0.0286 0.2292 0.353
C 4.820 -2.079 -2.769 0.0145 -0.0182 -0.0564 -1.871
C 3.071 -1.373 -1.082 0.0646 -0.1923 0.1215 1.289
S 2.155 -0.677 -2.362 -0.1227 0.2391 0.3559 -0.709
C 5.217 -2.960 2.206 -0.0443 -0.1443 0.1761 2.302
C 4.548 -4.306 2.529 0.0576 0.0795 -0.0358 -1.306
C 6.702 -3.192 1.909 -0.1193 0.0629 -0.0203 -2.276
C 5.085 -2.014 3.401 0.0095 -0.0783 -0.1028 -1.250
N 0.425 -2.301 0.988 -0.1986 -0.4597 0.2198 0.285
N 0.530 -2.493 2.297 0.0959 0.0603 0.2779 0.545
C -0.039 -3.531 2.862 0.0332 0.0002 -0.1575 -0.597
C -0.749 -4.459 2.070 0.0098 0.0220 -0.1238 -0.621
C -0.844 -4.285 0.714 -0.0078 0.0016 0.0908 0.195
C -1.602 -5.227 -0.165 -0.0400 -0.0425 -0.0028 -1.816
C -0.243 -3.123 0.173 0.1475 0.1764 0.2203 1.144
S -0.374 -2.662 -1.476 0.0078 0.2698 0.0463 -0.643
C 0.061 -3.619 4.379 0.1026 0.1901 0.0591 2.304
C -0.996 -2.659 4.952 0.0583 -0.0925 -0.0180 -1.518
C -0.196 -5.039 4.887 -0.0339 0.0471 -0.0565 -2.080
C 1.456 -3.164 4.836 -0.1480 -0.0662 -0.0499 -1.343
C -0.478 0.297 1.785 0.2911 0.1340 0.1562 0.259
S -1.603 -0.096 0.524 0.2225 -0.1421 -0.0921 0.629
C 2.518 1.811 4.336 0.1501 0.1898 0.0036 2.130
C 3.910 1.268 4.019 -0.1378 -0.0090 -0.0067 -1.825
C 2.214 1.582 5.828 -0.0280 -0.0309 -0.1253 -1.918
C 2.473 3.321 4.030 0.0397 -0.1508 0.0122 -1.450
H -2.509 1.356 4.313 -0.0112 0.0241 -0.0058 0.611
H -2.938 0.248 2.993 -0.0051 -0.0068 0.0244 0.274
H -2.733 1.967 2.668 -0.0435 -0.0097 0.0177 0.173
H -0.172 1.854 4.745 -0.0062 0.0001 0.0214 0.622
H 5.965 -2.966 -0.471 0.0528 0.0263 0.0451 0.523
H 5.864 -2.382 -2.785 0.0003 -0.0068 -0.0110 0.428
H 4.712 -1.135 -3.303 0.0482 0.0129 0.0046 0.381
H 4.234 -2.824 -3.313 0.0004 0.0240 -0.0198 0.359
H 4.637 -4.999 1.691 -0.0028 -0.0364 0.0153 0.408
H 3.491 -4.160 2.751 -0.0385 -0.0167 0.0098 -0.079
H 5.033 -4.754 3.397 -0.0169 -0.0352 0.0028 0.447
H 6.855 -3.993 1.185 0.0443 0.0123 -0.0206 0.418
H 7.206 -3.491 2.827 -0.0017 -0.0095 0.0064 0.443
H 7.184 -2.281 1.547 0.0548 -0.0204 -0.0056 0.489
H 4.038 -1.879 3.667 -0.0056 0.0684 0.0140 -0.241
H 5.529 -1.045 3.170 -0.0307 0.0237 0.0448 0.448
H 5.615 -2.435 4.255 -0.0130 -0.0052 0.0178 0.584
H -1.239 -5.302 2.540 0.0651 -0.0429 -0.0256 0.636
H -1.653 -6.216 0.285 -0.0142 -0.0056 -0.0028 0.485
H -1.145 -5.305 -1.150 0.0109 -0.0470 0.0088 0.470
H -2.624 -4.865 -0.304 0.0041 0.0036 -0.0440 0.206
H -1.999 -2.925 4.610 -0.0215 0.0185 0.0077 0.377
H -0.780 -1.632 4.650 -0.0086 0.0342 -0.0071 0.107
H -0.982 -2.711 6.041 -0.0318 0.0152 0.0070 0.473
H -1.248 -5.319 4.815 0.0042 -0.0354 -0.0237 0.408
H 0.083 -5.094 5.939 -0.0385 -0.0161 0.0137 0.415
H 0.405 -5.774 4.349 0.0133 -0.0143 0.0199 0.461
H 1.727 -2.215 4.377 0.0518 0.0346 0.0153 -0.089
H 2.203 -3.911 4.567 0.0709 0.0266 0.0030 0.323
H 1.470 -3.049 5.920 -0.0237 -0.0371 0.0041 0.527
H 4.031 0.273 4.443 0.0266 -0.0492 -0.0697 0.385
H 4.659 1.918 4.469 -0.0019 -0.0025 0.0177 0.533
H 4.085 1.214 2.946 0.0616 -0.0059 -0.0041 0.263
H 1.905 0.552 6.014 0.0468 -0.0131 0.0510 0.293
H 1.440 2.255 6.198 -0.0257 -0.0303 0.0308 0.441
H 3.116 1.772 6.408 -0.0159 0.0386 0.0293 0.495
H 2.724 3.504 2.983 0.0166 0.0492 0.0129 0.087
H 3.199 3.840 4.654 -0.0104 0.0322 -0.0017 0.522
H 1.486 3.740 4.235 0.0010 0.0454 -0.0206 0.390
C -2.383 -1.670 -3.725 -0.1209 -0.1355 0.0042 -1.069
O -1.645 -0.495 -3.344 0.0011 -0.0887 0.0686 0.864
C -1.363 0.361 -4.393 0.1414 0.2461 0.0095 0.051
C -1.962 0.325 -5.639 -0.1181 -0.1227 -0.0341 -0.527
C -1.561 1.229 -6.617 -0.0167 0.0586 -0.1439 -0.733
Br -2.437 1.208 -8.289 0.1039 -0.0319 0.1486 -0.127
C -0.536 2.125 -6.390 -0.0473 -0.0245 0.0652 -0.994
C 0.066 2.168 -5.134 -0.2530 -0.0434 0.1517 2.000
C -0.385 1.310 -4.137 -0.0039 -0.0780 -0.1840 -0.438
O 0.201 1.308 -2.874 -0.3378 -0.1323 -0.5281 0.612
C 1.245 3.011 -4.926 0.3651 0.2705 -0.0634 -0.114
N 2.142 3.196 -5.834 -0.2251 -0.2842 -0.2353 -0.681
C 3.175 3.894 -5.232 0.0161 0.2458 0.5118 0.212
C 4.378 4.343 -5.771 -0.0512 -0.0513 0.0394 -0.886
C 5.235 5.021 -4.928 0.0653 -0.0062 -0.0908 -0.554
C 4.917 5.248 -3.584 -0.0833 0.0259 0.1026 -0.749
C 3.726 4.806 -3.035 -0.0647 0.0743 0.0817 -0.452
C 2.864 4.130 -3.883 0.2397 -0.0434 -0.4049 0.550
N 1.621 3.523 -3.671 -0.0711 -0.2268 0.1687 -0.147
H -1.776 -2.311 -4.365 0.0105 0.0384 -0.0138 0.442
H -3.306 -1.402 -4.241 0.0512 0.0571 0.0041 0.321
H -2.633 -2.196 -2.809 0.1158 -0.0168 0.0038 -0.086
H -2.714 -0.407 -5.894 -0.0084 0.0365 0.0215 0.634
H -0.174 2.784 -7.166 -0.0180 0.0073 -0.0156 0.633
H 1.033 1.831 -2.971 0.0185 -0.0145 0.3920 -0.226
H 4.617 4.158 -6.809 0.0146 0.0231 -0.0072 0.491
H 6.176 5.394 -5.308 0.0006 -0.0207 -0.0226 0.418
H 5.618 5.786 -2.961 0.0062 0.0128 -0.0086 0.457
H 3.473 5.000 -2.000 0.0444 0.0368 -0.0061 0.316
H 0.955 3.924 -3.024 -0.0731 0.0336 -0.0861 0.239
Br 2.379 5.933 0.974 -0.0884 -0.2517 -0.0810 0.036
C 1.780 4.247 0.400 0.0829 0.0378 -0.0263 -0.504
C 0.422 3.989 0.251 0.0004 0.1277 -0.0055 -0.611
C 0.028 2.743 -0.192 0.0530 0.1366 -0.0229 -0.658
N 0.890 1.759 -0.483 0.1688 -0.0643 0.2699 2.289
C 2.196 2.020 -0.330 0.0345 -0.0873 0.0110 -0.578
C 2.684 3.236 0.102 -0.0189 0.1893 0.0642 -1.164
H -0.314 4.750 0.467 -0.0152 -0.0073 0.0066 0.661
H -1.022 2.523 -0.322 -0.0786 -0.0044 -0.0230 -0.124
H 2.884 1.219 -0.561 -0.0198 0.0205 -0.0275 0.271
H 3.749 3.389 0.202 0.0065 -0.0110 -0.0041 0.483
C -8.711 0.148 -3.848 0.0181 0.0128 -0.0062 -0.583
C -7.856 -0.908 -4.139 0.0014 0.0271 -0.0312 -0.684
C -6.572 -0.910 -3.624 -0.0226 -0.1122 0.0344 -0.514
C -6.147 0.144 -2.814 0.4901 -0.4692 -0.4107 0.973
C -6.995 1.223 -2.545 0.0587 0.0939 0.0143 -0.254
C -8.283 1.203 -3.050 -0.0185 0.0365 0.0380 -0.795
P -4.546 0.014 -1.969 -1.6143 1.4277 1.0375 0.762
C -4.943 -0.717 -0.352 0.5487 -0.4610 -0.3285 0.573
C -5.615 -0.010 0.643 0.0007 0.1165 -0.0511 -0.241
C -5.916 -0.645 1.837 -0.0113 0.0623 0.0353 -0.929
C -5.566 -1.975 2.038 0.0423 -0.0073 -0.0224 -0.669
C -4.926 -2.686 1.032 0.0136 -0.0453 0.0270 -0.626
C -4.611 -2.058 -0.161 0.0045 0.0807 -0.0421 0.108
C -4.060 1.734 -1.795 0.3868 -0.6002 -0.3441 0.700
C -3.772 2.386 -0.593 0.0008 0.0856 0.0413 0.097
C -3.438 3.730 -0.617 -0.0701 -0.0658 0.1333 -0.524
C -3.330 4.410 -1.827 0.0615 0.0103 -0.0562 -0.860
C -3.559 3.751 -3.029 0.0109 0.0017 -0.0436 -0.849
C -3.927 2.419 -3.015 -0.0470 -0.0211 -0.0202 -1.150
H -9.715 0.155 -4.250 -0.0093 -0.0092 0.0105 0.435
H -8.191 -1.722 -4.767 0.0038 -0.0094 0.0039 0.452
H -5.904 -1.735 -3.840 -0.0325 -0.0223 -0.0084 0.345
H -6.667 2.047 -1.925 -0.0154 0.0131 -0.0305 0.341
H -8.954 2.018 -2.817 -0.0106 0.0015 -0.0341 0.451
H -5.923 1.015 0.487 -0.0216 -0.0097 0.0177 0.450
H -6.432 -0.096 2.614 -0.0376 -0.0219 -0.0106 0.502
H -5.809 -2.459 2.974 -0.0213 -0.0060 -0.0052 0.491
H -4.679 -3.730 1.175 -0.0211 -0.0015 0.0075 0.502
H -4.124 -2.610 -0.957 0.0603 -0.0363 0.0729 0.185
H -3.849 1.856 0.344 0.0514 0.0016 0.0471 0.016
H -3.282 4.256 0.317 0.0147 0.0160 -0.0175 0.596
H -3.062 5.459 -1.833 -0.0319 0.0123 0.0087 0.486
H -3.464 4.276 -3.970 -0.0201 0.0133 0.0051 0.565
H -4.137 1.899 -3.943 0.0268 0.0729 -0.0400 0.476
```
Forces are in eV/Å.

Net charge: +3
Energy relative to the best compared isomer or geometry (same formula, charge and spin): 0.00 kcal/mol
Frontier orbital gap (alpha / beta): 6.52 / 3.92 eV
Spin multiplicity: 2
Molecular weight: 1342.0 g mol⁻¹
HOMO level (alpha / beta): -14.1 / -14.1 eV



# 2
2 unconnected molecules or ions with the total composition C43H47N4O, computed with the ωB97M-V functional and the def2-TZVPD basis.

Structure (XYZ):
```
95
Properties=species:S:1:pos:R:3:forces:R:3:mulliken_charge:R:1
C 7.399 1.955 0.354 0.1494 0.0932 -0.0443 -1.433
C 5.958 2.388 0.293 -0.7894 -0.3071 -0.4142 0.792
C 5.054 1.828 -0.604 0.1795 0.1763 0.6175 -0.933
C 3.671 2.213 -0.624 -0.2986 0.2754 -0.6080 1.660
C 2.738 1.742 -1.554 0.1918 -0.5546 -0.3625 -2.354
C 3.258 3.189 0.347 1.7953 -0.3816 0.1594 -0.150
N 1.893 3.526 0.382 -2.1098 0.4546 0.3375 0.163
C 0.850 2.670 0.259 0.0730 1.4382 -0.3135 -1.199
N -0.299 3.386 0.295 0.8389 0.7072 0.5686 0.546
C -1.651 2.930 0.220 -0.9297 0.0335 0.5727 0.310
C -2.068 1.911 1.090 -0.5452 0.2738 -0.2419 1.694
C -1.148 1.346 2.123 0.3144 -0.5444 0.2868 -1.120
C -3.428 1.570 1.120 0.3661 0.3460 -0.0287 -1.090
C -4.385 2.343 0.462 0.3448 0.0950 -0.1620 0.336
C -5.839 2.092 0.711 -0.3435 -0.1229 -0.0367 -1.571
C -3.955 3.390 -0.357 0.2925 -0.2803 0.2349 -0.700
C -2.595 3.685 -0.502 0.1286 -0.3473 0.1680 0.487
C -2.217 4.849 -1.363 -0.2997 0.4304 -0.5367 -1.954
C 0.038 4.726 0.567 -1.0983 -0.5856 -0.2403 -0.980
C 1.362 4.823 0.572 1.1492 -0.9633 -0.0132 -0.719
C 4.168 3.784 1.225 0.3545 -0.4071 -0.2112 1.342
C 3.801 4.838 2.228 0.2961 0.2631 0.4320 -2.220
C 5.508 3.377 1.179 -0.2142 0.2911 0.3102 -0.821
H 7.950 2.617 1.033 -0.0120 -0.1994 -0.1741 0.350
H 7.494 0.928 0.734 -0.0552 0.1929 -0.0902 0.217
H 7.883 1.993 -0.631 -0.1371 -0.0344 0.2032 0.345
H 5.395 1.083 -1.328 -0.1331 0.2919 0.1483 0.534
H 0.907 1.606 0.056 0.1746 0.6064 0.0208 1.174
H 1.949 2.411 -1.900 0.0035 -0.2922 0.0981 0.536
H 3.038 0.967 -2.254 0.1773 0.3174 -0.1741 0.404
H -1.668 0.542 2.655 0.0938 0.1328 -0.0189 0.362
H -0.223 0.934 1.706 -0.2089 0.0219 0.2070 -0.104
H -0.870 2.098 2.880 -0.0823 -0.1162 -0.3248 0.415
H -3.764 0.741 1.747 0.1416 0.2762 -0.0107 0.348
H -6.462 2.655 0.010 0.0371 -0.1461 0.1075 0.377
H -6.071 1.025 0.620 -0.0380 0.1633 -0.0473 0.322
H -6.122 2.392 1.729 0.1047 -0.0107 -0.2183 0.320
H -4.683 4.012 -0.884 0.2188 -0.2440 0.1797 0.376
H -3.054 5.037 -2.044 0.2560 0.0505 0.0346 0.484
H -2.091 5.770 -0.776 0.0164 -0.2517 -0.2061 0.358
H -1.322 4.694 -1.975 -0.0911 -0.0329 0.2689 0.336
H -0.700 5.486 0.759 0.0251 -0.2187 -0.1261 0.688
H 1.977 5.686 0.758 0.0354 -0.2206 -0.1885 0.570
H 4.561 4.839 3.020 -0.2269 0.0365 -0.1394 0.414
H 3.821 5.845 1.785 -0.0792 -0.1973 0.1105 0.378
H 2.829 4.682 2.707 0.0912 0.0066 -0.0994 0.449
H 6.221 3.839 1.863 -0.2086 -0.0932 -0.1270 0.242
C -3.388 -5.220 -5.507 -0.1325 -0.0283 -0.2132 -1.462
C -3.165 -4.767 -4.095 0.1431 0.0598 0.2739 0.642
C -2.152 -5.347 -3.324 -0.0631 0.2874 0.4027 -1.159
C -1.920 -4.943 -2.003 -0.1808 0.1316 -0.1012 1.153
C -0.874 -5.618 -1.172 0.3748 -0.3351 -0.0435 -1.370
C -2.710 -3.916 -1.476 -0.5554 -0.4324 -1.1655 -0.072
N -2.628 -3.571 -0.093 0.5630 0.3700 1.6653 1.028
C -1.616 -2.904 0.554 -2.7642 -0.6545 -0.2212 -0.037
C -0.727 -1.940 -0.121 0.8910 2.5721 -2.5774 0.574
C 0.538 -1.627 0.544 0.2294 -0.1582 0.1054 -0.329
C 1.462 -0.716 0.127 -0.2869 -2.0812 -0.1775 -1.330
C 2.809 -0.827 0.704 0.8559 -0.0096 0.7890 0.139
C 3.960 -1.136 -0.059 -0.4658 0.2337 -0.0142 0.142
C 5.215 -1.217 0.550 -0.3642 -0.0884 0.0572 -0.710
C 5.338 -1.000 1.930 -0.2118 0.1428 -0.2429 -0.450
C 4.194 -0.787 2.708 0.1979 -0.0849 -0.1936 -0.885
C 2.941 -0.731 2.102 0.1403 0.0467 -0.2894 -0.190
O -1.092 -1.400 -1.191 0.3116 -1.5907 2.4282 -0.673
N -1.959 -2.864 1.858 -0.1146 -0.5662 -0.3117 0.216
C -1.182 -2.335 2.963 0.3130 0.3138 0.7096 -0.558
C -3.164 -3.521 2.047 0.6278 0.4360 -0.0328 -0.895
C -3.592 -3.944 0.845 0.9132 0.1286 -0.7684 -0.370
C -3.738 -3.330 -2.215 0.1675 -0.0997 -0.3376 0.779
C -4.564 -2.232 -1.629 -0.3983 0.4161 -0.1141 -1.441
C -3.958 -3.765 -3.527 0.3030 -0.1422 0.2340 -1.206
H -4.274 -4.729 -5.918 0.1289 -0.1293 -0.0632 0.358
H -2.531 -4.975 -6.149 -0.1658 -0.0225 0.1806 0.323
H -3.536 -6.306 -5.560 0.0256 0.2183 0.0305 0.362
H -1.536 -6.147 -3.743 -0.1976 0.2555 0.1088 0.405
H -1.266 -5.993 -0.216 0.0516 0.1274 -0.2044 0.298
H -0.493 -6.476 -1.737 0.0402 0.1582 0.2772 0.446
H -0.021 -4.957 -0.960 -0.1804 -0.1292 -0.0305 0.228
H 0.790 -2.324 1.356 0.2044 0.3782 -0.4205 0.916
H 1.328 -0.060 -0.735 0.0014 -0.0260 -0.0204 1.191
H 3.842 -1.321 -1.136 0.1580 0.2511 0.4794 0.376
H 6.097 -1.450 -0.063 -0.4489 0.1831 0.3561 0.416
H 6.331 -0.962 2.381 -0.3341 -0.1716 -0.0452 0.408
H 4.279 -0.668 3.789 0.0065 0.0085 -0.3153 0.397
H 2.040 -0.595 2.704 0.2705 0.1341 -0.0765 0.267
H -1.865 -2.147 3.797 0.1250 -0.0369 -0.1921 0.326
H -0.425 -3.062 3.291 -0.2192 0.1869 -0.1726 0.282
H -0.691 -1.397 2.691 -0.1905 -0.2975 0.0333 0.027
H -3.600 -3.609 3.021 -0.0705 -0.0306 0.1708 0.524
H -4.486 -4.468 0.571 -0.0098 -0.1841 -0.1431 0.638
H -5.241 -1.856 -2.405 0.0846 0.0168 0.3065 0.397
H -5.177 -2.572 -0.782 0.1021 0.1306 -0.1998 0.323
H -3.934 -1.397 -1.291 -0.1204 -0.2108 -0.0480 0.245
H -4.765 -3.318 -4.115 0.2960 -0.0995 0.2193 0.332
```
Forces are in eV/Å.

Net charge: +1
Energy relative to the best compared isomer or geometry (same formula, charge and spin): 0.00 kcal/mol
Frontier orbital gap: 2.92 eV
Molecular weight: 635.9 g mol⁻¹
HOMO level: -6.9 eV



Question: Look up the net charge of the first one.
Answer: +3



Question: What is the molecular weight in the second record?
Answer: 635.9 g mol⁻¹